# C2H4N2O2S

An isolated molecule of C2H4N2O2S at a distorted geometry (the ωB97M-V functional and the def2-TZVPD basis, OMol25).

Geometry as ORCA input:
```
! wB97M-V def2-TZVPD RIJCOSX def2/J DEFGRID3
* xyz 0 1
O -0.87 1.98 -0.03
C -0.34 0.89 -0.09
C 1.15 0.88 -0.13
N 2.02 -0.05 -0.20
O 1.41 -1.29 -0.01
N -0.98 -0.29 -0.04
S -2.66 -0.46 -0.22
H 1.50 1.97 -0.16
H 2.18 -1.90 -0.04
H -0.45 -1.15 -0.22
H -2.96 -0.58 1.13
*
```

Computed properties:
- F_max: 2.208 eV Å⁻¹
- SMILES: O=C(/C=N\O)NS
- Energy above the lowest of the compared OMol25 structures with the same formula, charge and spin: 55.5 kcal per mole
- Orbital gap: 10.127 eV
- DFT total energy: -20047.076 eV

# C6H6O

An isolated molecule of C6H6O at a distorted geometry (the ωB97M-V functional and the def2-TZVPD basis, OMol25).

Geometry as ORCA input:
```
! wB97M-V def2-TZVPD RIJCOSX def2/J DEFGRID3
* xyz 0 1
O -0.74 0.22 2.64
C -0.50 -0.16 1.57
C 0.85 -0.40 0.91
C 0.85 -0.07 -0.55
C -0.56 -0.23 -1.08
C -1.51 0.91 -0.86
C -1.51 -0.04 0.05
H 1.70 0.15 1.26
H 1.07 -1.47 0.99
H 1.15 1.03 -0.66
H 1.76 -0.62 -0.97
H -0.72 -1.09 -1.90
H -1.84 1.78 -1.39
*
```

Computed properties:
- F_max: 3.695 eV Å⁻¹
- SMILES: O=C1CC[C@@H]2C=C12
- Energy above the lowest of the compared OMol25 structures with the same formula, charge and spin: 109.1 kcal per mole
- Orbital gap: 9.384 eV
- DFT total energy: -8361.776 eV

# C13H11Cl4NO5

A cluster of 2 separate species, C13H11Cl4NO5 in total (the ωB97M-V functional and the def2-TZVPD basis, OMol25).

Geometry as ORCA input:
```
! wB97M-V def2-TZVPD RIJCOSX def2/J DEFGRID3
* xyz 0 1
C 2.04 -1.70 0.35
C 2.44 -0.28 0.10
O 3.57 0.15 0.17
O 1.39 0.51 -0.22
C 1.71 1.73 -0.90
C 0.43 2.27 -1.58
C -0.84 1.61 -1.13
C -1.33 1.83 0.18
C -2.47 1.21 0.64
C -3.13 0.35 -0.22
C -2.68 0.15 -1.52
C -1.54 0.78 -1.99
C -3.62 -0.78 -2.19
O -3.84 -0.93 -3.35
N -4.37 -1.48 -1.12
O -3.48 -2.53 -0.67
C -4.34 -0.49 -0.02
O -5.20 -0.39 0.79
H 0.95 -1.79 0.34
H 2.39 -2.04 1.33
H 2.43 -2.33 -0.45
H 2.07 2.45 -0.17
H 2.49 1.54 -1.63
H 0.38 3.35 -1.43
H 0.53 2.11 -2.65
H -0.76 2.48 0.83
H -2.84 1.36 1.65
H -1.21 0.61 -3.01
H -3.28 -3.02 -1.48
Cl 3.24 -0.08 3.79
C 4.45 -1.37 3.88
Cl 5.65 -1.15 2.61
Cl 5.23 -1.33 5.46
Cl 3.64 -2.93 3.67
*
```

Computed properties:
- F_max: 0.776 eV Å⁻¹
- SMILES: CC(=O)OCCc1ccc2c(c1)C(=O)N(O)C2=O.ClC(Cl)(Cl)Cl
- Orbital gap: 9.496 eV
- DFT total energy: -75474.547 eV

# C32H32NOSc

A structure of composition C32H32NOSc at a distorted geometry (the ωB97M-V functional and the def2-TZVPD basis, OMol25).

Geometry as ORCA input:
```
! wB97M-V def2-TZVPD RIJCOSX def2/J DEFGRID3
* xyz 0 1
C -1.77 1.59 1.17
C -2.42 0.84 0.13
C -2.16 -0.53 0.35
H -3.06 1.25 -0.65
C -1.32 -0.65 1.50
C -1.08 0.66 2.00
H -1.03 -1.58 1.99
C 0.77 2.92 -1.17
C -0.63 2.85 -1.46
C -0.85 1.71 -2.29
H -1.39 3.57 -1.15
C 0.41 1.04 -2.46
C 1.42 1.83 -1.79
H -2.62 -1.36 -0.19
H -0.48 0.89 2.89
H -1.84 2.66 1.32
H 2.50 1.62 -1.80
H -1.79 1.42 -2.78
H 1.26 3.69 -0.56
Sc -0.04 0.71 -0.16
C 0.61 -0.39 -2.87
C 1.97 -0.48 -3.58
C -0.52 -0.93 -3.75
H 2.00 0.28 -4.37
H 2.12 -1.45 -4.04
H 2.80 -0.29 -2.89
H -0.66 -0.27 -4.62
H -1.47 -1.00 -3.21
H -0.25 -1.93 -4.12
C 0.54 -1.17 -1.50
C 1.19 -2.54 -1.49
H -0.52 -1.28 -1.17
H 1.22 -0.67 -0.72
O 2.31 -2.60 -2.00
N 0.59 -3.63 -0.90
C -0.16 -3.69 0.37
H 1.15 -4.47 -1.04
C -1.65 -3.83 0.18
C -2.50 -3.89 1.29
H -2.07 -3.94 2.29
C -3.89 -3.87 1.10
H -4.55 -3.86 1.97
C -4.42 -3.86 -0.19
H -5.50 -3.82 -0.34
C -3.57 -3.92 -1.30
H -3.96 -3.96 -2.31
C -2.18 -3.94 -1.11
H -1.49 -4.03 -1.95
H 0.08 -2.81 1.00
H 0.21 -4.57 0.93
C 1.72 5.19 3.66
C 0.63 4.95 2.79
C 0.61 3.81 2.01
C 1.62 2.80 2.09
C 1.62 1.57 1.37
C 2.64 0.68 1.51
C 3.76 0.96 2.37
C 3.79 2.14 3.08
C 2.73 3.08 2.98
C 2.75 4.27 3.74
H 1.74 6.09 4.27
H -0.18 5.68 2.72
H -0.21 3.69 1.30
H 2.66 -0.28 0.98
H 4.57 0.24 2.45
H 4.63 2.38 3.74
H 3.60 4.44 4.40
*
```

Computed properties:
- F_max: 3.277 eV Å⁻¹
- Energy above the lowest of the compared OMol25 structures with the same formula, charge and spin: 0.0 kcal per mole
- Orbital gap: 7.859 eV
- DFT total energy: -57941.356 eV

# C3H7N2OS

The ion C3H7N2OS with charge +1 at a distorted geometry (the ωB97M-V functional and the def2-TZVPD basis, OMol25).

Geometry as ORCA input:
```
! wB97M-V def2-TZVPD RIJCOSX def2/J DEFGRID3
* xyz 1 1
N -2.18 0.91 -0.68
C -1.66 0.67 0.59
O -0.10 0.84 0.46
C 0.93 0.09 0.26
S 2.49 0.98 -0.12
C 1.03 -1.19 -0.08
N 1.74 -2.23 -0.04
H -2.24 1.90 -0.96
H -2.31 0.29 -1.58
H -1.94 1.43 1.30
H -1.88 -0.39 0.99
H 2.16 2.24 0.06
H 1.90 -2.76 0.76
H 2.08 -2.78 -0.95
*
```

Computed properties:
- F_max: 4.080 eV Å⁻¹
- SMILES: NCOC(S)=C=[NH2+]
- Energy above the lowest of the compared OMol25 structures with the same formula, charge and spin: 100.0 kcal per mole
- Orbital gap: 8.024 eV
- DFT total energy: -19076.961 eV

# C4H7NO2

An isolated molecule of C4H7NO2 at a distorted geometry (the ωB97M-V functional and the def2-TZVPD basis, OMol25).

Geometry as ORCA input:
```
! wB97M-V def2-TZVPD RIJCOSX def2/J DEFGRID3
* xyz 0 1
O -0.62 2.17 -0.07
C -0.44 0.99 0.15
C 0.18 0.37 1.37
N 0.28 -1.05 0.99
C 0.59 -0.98 -0.46
C -0.66 -0.08 -0.91
O -0.94 0.54 -2.12
H 1.20 0.72 1.53
H -0.48 0.65 2.21
H 1.17 -1.39 1.28
H 0.61 -2.03 -0.79
H 1.60 -0.54 -0.54
H -1.41 -0.86 -0.74
H -1.09 1.48 -1.89
*
```

Computed properties:
- F_max: 1.500 eV Å⁻¹
- SMILES: O=C1CNC[C@@H]1O
- Energy above the lowest of the compared OMol25 structures with the same formula, charge and spin: 47.6 kcal per mole
- Orbital gap: 10.835 eV
- DFT total energy: -9845.217 eV

# C4H6ClF

An isolated molecule of C4H6ClF at a distorted geometry (the ωB97M-V functional and the def2-TZVPD basis, OMol25).

Geometry as ORCA input:
```
! wB97M-V def2-TZVPD RIJCOSX def2/J DEFGRID3
* xyz 0 1
C 2.38 0.14 -0.05
C 0.89 -0.18 0.22
F 0.70 -1.58 -0.09
C -0.31 0.43 0.13
C -0.28 1.89 -0.08
Cl -1.77 -0.42 -0.01
H 2.96 1.26 -0.42
H 2.90 -0.76 -0.74
H 2.75 0.35 1.14
H -0.91 2.29 -1.05
H 0.76 2.25 -0.15
H -0.78 2.25 0.79
*
```

Computed properties:
- F_max: 4.304 eV Å⁻¹
- SMILES: C/C(F)=C(\C)Cl
- Energy above the lowest of the compared OMol25 structures with the same formula, charge and spin: 66.1 kcal per mole
- Orbital gap: 9.708 eV
- DFT total energy: -19481.874 eV

# C5H11NOS

A cluster of 2 separate species, C5H11NOS in total at a distorted geometry (the ωB97M-V functional and the def2-TZVPD basis, OMol25).

Geometry as ORCA input:
```
! wB97M-V def2-TZVPD RIJCOSX def2/J DEFGRID3
* xyz 0 1
C 1.72 1.64 0.53
C 1.50 0.48 -0.01
C -1.60 -0.24 -1.41
C -2.81 0.91 0.16
C 1.74 -2.19 0.22
N -2.22 -0.29 -0.33
O 1.54 -0.47 2.31
S 0.81 -0.87 1.13
H 1.72 1.83 1.60
H 2.05 2.51 -0.06
H 1.54 0.37 -1.10
H -1.06 -1.09 -1.86
H -1.72 0.57 -2.19
H -2.06 1.67 0.42
H -3.50 1.39 -0.61
H -3.51 0.70 1.07
H 2.86 -2.05 0.43
H 1.57 -1.67 -0.75
H 1.43 -3.22 0.46
*
```

Computed properties:
- F_max: 3.093 eV Å⁻¹
- Energy above the lowest of the compared OMol25 structures with the same formula, charge and spin: 109.1 kcal per mole
- Orbital gap: 9.747 eV
- DFT total energy: -19732.363 eV

# C2H5N2

A structure of composition C2H5N2 at a distorted geometry (the ωB97M-V functional and the def2-TZVPD basis, OMol25).

Geometry as ORCA input:
```
! wB97M-V def2-TZVPD RIJCOSX def2/J DEFGRID3
* xyz 1 1
C -1.00 0.42 0.04
C 0.76 -0.40 -0.12
N 0.11 0.83 -0.55
N -0.52 -0.73 0.49
H -2.34 0.79 0.14
H 1.03 -1.07 -0.94
H 1.59 -0.29 0.58
H 0.40 1.65 -1.05
H -0.88 -1.50 1.03
*
```

Computed properties:
- F_max: 5.655 eV Å⁻¹
- Energy above the lowest of the compared OMol25 structures with the same formula, charge and spin: 21.2 kcal per mole
- Orbital gap: 12.288 eV
- DFT total energy: -5126.129 eV

# H11O6

A cluster of 6 separate species, H11O6 in total at a distorted geometry (the ωB97M-V functional and the def2-TZVPD basis, OMol25).

Geometry as ORCA input:
```
! wB97M-V def2-TZVPD RIJCOSX def2/J DEFGRID3
* xyz 0 2
O -0.85 0.78 0.81
H -1.04 0.82 -0.16
O -3.39 -0.62 -0.27
H -2.81 -0.23 0.39
H -4.04 0.07 -0.41
O 1.47 -0.30 -0.51
H 2.19 0.13 -0.99
H 0.83 0.37 -0.25
O 0.57 2.34 2.22
H 0.50 1.82 3.04
H -0.02 1.80 1.64
O 0.94 -5.24 -1.64
H 1.81 -4.85 -1.49
H 0.75 -5.78 -0.88
O 1.10 2.84 -0.90
H 1.59 3.45 -0.34
H 0.40 2.60 -0.27
*
```

Computed properties:
- F_max: 1.447 eV Å⁻¹
- Energy above the lowest of the compared OMol25 structures with the same formula, charge and spin: 14.5 kcal per mole
- Orbital gap (alpha / beta): 11.574 / 7.144 eV
- DFT total energy: -12460.297 eV

# C42H94N4O7

A cluster of 7 separate species, C42H94N4O7 in total at a distorted geometry (the ωB97M-V functional and the def2-TZVPD basis, OMol25).

Geometry as ORCA input:
```
! wB97M-V def2-TZVPD RIJCOSX def2/J DEFGRID3
* xyz -1 2
C 1.03 0.14 -5.24
C -0.15 -0.35 -6.12
C -1.06 -1.27 -5.37
C -1.93 -0.48 -4.33
C -2.87 0.50 -5.14
C -2.01 1.40 -5.98
N -0.94 0.73 -6.76
O -0.31 1.63 -7.76
C -2.99 2.32 -6.82
C -1.46 2.55 -4.98
C 0.47 -1.30 -7.18
H 1.88 -0.54 -5.29
H 0.75 0.37 -4.21
H 1.61 0.99 -5.59
H -1.72 -1.83 -6.04
H -0.57 -2.02 -4.75
H -1.34 0.17 -3.68
H -2.55 -1.20 -3.79
H -3.49 0.87 -4.33
H -3.42 -0.06 -5.90
H -3.51 2.98 -6.13
H -2.50 3.00 -7.52
H -3.67 1.73 -7.43
H -1.36 3.46 -5.58
H -2.20 2.77 -4.22
H -0.49 2.43 -4.52
H 1.19 -0.69 -7.73
H -0.23 -1.72 -7.90
H 0.85 -2.20 -6.69
H 0.09 2.32 -7.23
C -8.10 -1.15 0.09
C -7.08 -0.53 1.04
C -5.75 -0.74 0.38
C -4.65 0.21 1.00
C -5.13 1.68 0.97
C -6.48 1.88 1.73
N -7.48 0.93 1.21
O -8.77 1.18 1.69
C -6.30 1.69 3.29
C -6.94 3.33 1.49
C -7.18 -1.43 2.32
H -8.28 -0.65 -0.86
H -9.03 -1.34 0.63
H -7.80 -2.10 -0.33
H -5.36 -1.74 0.59
H -5.82 -0.54 -0.69
H -3.77 0.06 0.38
H -4.49 -0.01 2.06
H -5.14 1.96 -0.08
H -4.42 2.28 1.53
H -7.22 1.38 3.80
H -5.62 0.88 3.55
H -5.87 2.62 3.66
H -7.66 3.76 2.19
H -6.06 3.92 1.26
H -7.36 3.41 0.49
H -6.87 -2.46 2.16
H -8.22 -1.46 2.64
H -6.68 -1.03 3.20
H -9.28 1.20 0.88
C 5.20 -2.40 0.32
C 5.66 -3.50 1.40
C 6.96 -4.10 0.88
C 8.22 -3.23 1.06
C 8.31 -2.72 2.50
C 7.02 -2.00 3.08
N 5.79 -2.77 2.73
O 4.63 -2.14 3.07
C 7.23 -1.92 4.61
C 7.09 -0.49 2.50
C 4.67 -4.66 1.56
H 4.42 -1.71 0.66
H 4.91 -2.75 -0.67
H 6.04 -1.71 0.22
H 7.20 -5.05 1.35
H 6.80 -4.50 -0.12
H 8.31 -2.43 0.32
H 9.16 -3.77 0.98
H 9.25 -2.20 2.70
H 8.36 -3.66 3.06
H 7.05 -2.93 4.97
H 8.15 -1.44 4.93
H 6.43 -1.34 5.08
H 6.27 0.22 2.48
H 7.79 0.13 3.06
H 7.44 -0.44 1.46
H 4.13 -4.60 0.62
H 4.05 -4.63 2.46
H 5.13 -5.64 1.57
H 4.65 -1.24 2.75
C -0.02 -0.19 -0.71
C 0.68 0.81 0.26
C 1.76 1.46 -0.54
C 1.25 2.45 -1.61
C 0.33 3.59 -1.05
C -0.74 2.98 -0.08
N -0.27 1.89 0.80
O -1.15 1.51 1.82
C -1.04 4.25 0.84
C -2.00 2.71 -0.99
C 1.34 -0.01 1.35
H -0.82 -0.74 -0.22
H 0.77 -0.73 -1.23
H -0.56 0.35 -1.49
H 2.38 2.05 0.14
H 2.50 0.74 -0.88
H 0.77 1.92 -2.42
H 2.18 2.86 -2.01
H -0.09 4.08 -1.93
H 0.92 4.39 -0.60
H -0.35 4.35 1.67
H -1.11 5.22 0.36
H -2.02 4.05 1.28
H -2.77 2.19 -0.42
H -2.57 3.59 -1.25
H -1.88 2.03 -1.84
H 2.06 0.62 1.88
H 2.13 -0.62 0.91
H 0.77 -0.52 2.13
H -1.54 0.68 1.53
C -0.42 -0.49 5.70
C -0.04 -1.88 5.16
O -0.97 -2.38 4.20
H -1.36 -0.35 6.25
H -0.52 0.24 4.90
H 0.33 0.02 6.30
H 0.10 -2.55 6.00
H 0.91 -1.74 4.63
H -1.10 -3.33 4.13
C 3.61 3.37 3.27
C 2.22 4.00 3.45
O 2.22 4.71 4.62
H 3.69 2.82 4.21
H 4.34 4.19 3.30
H 3.75 2.83 2.34
H 1.56 3.17 3.69
H 1.85 4.61 2.63
H 2.13 4.10 5.35
C 1.86 -3.64 -1.41
C 1.33 -3.99 -0.02
O -0.09 -3.87 -0.05
H 1.37 -4.30 -2.13
H 2.93 -3.72 -1.60
H 1.73 -2.60 -1.71
H 1.86 -3.23 0.55
H 1.59 -4.97 0.35
H -0.47 -3.20 0.53
*
```

Computed properties:
- F_max: 4.422 eV Å⁻¹
- Orbital gap (alpha / beta): 1.545 / 8.127 eV
- DFT total energy: -65360.171 eV

# C6H6N

The ion C6H6N with charge +1 at a distorted geometry (the ωB97M-V functional and the def2-TZVPD basis, OMol25).

Geometry as ORCA input:
```
! wB97M-V def2-TZVPD RIJCOSX def2/J DEFGRID3
* xyz 1 1
C 1.52 0.41 0.14
C 0.55 1.04 -0.88
C 1.12 -0.90 0.55
C -0.90 1.10 0.23
C -0.58 0.13 -0.90
C 0.52 1.44 0.54
N -0.03 -1.02 -0.34
H 1.89 -1.79 0.41
H 0.75 -0.87 1.58
H -1.54 1.84 -0.32
H -1.45 0.68 1.05
H -1.32 -0.15 -1.68
H -0.52 -1.91 -0.39
*
```

Computed properties:
- F_max: 6.490 eV Å⁻¹
- Energy above the lowest of the compared OMol25 structures with the same formula, charge and spin: 178.9 kcal per mole
- Orbital gap (alpha / beta): 6.683 / 7.564 eV
- DFT total energy: -7791.985 eV

- Look up the DFT total energy of the tenth one.
  -12460.297 eV